[1]
# C4H12NO

A cluster of 2 separate species, C4H12NO in total in a non-equilibrium geometry (wB97M-V/def2-TZVPD, OMol25).

```
18
Properties=species:S:1:pos:R:3:forces:R:3:lowdin_charge:R:1
C 0.389171 -0.340831 -1.239929 1.227 0.072 1.000 -0.101
N -1.050577 -0.035639 -1.385056 -0.938 0.376 -0.902 0.052
C -1.758114 -0.368836 -0.113349 0.630 0.984 1.669 -0.092
C -0.882721 -1.415728 0.614915 -0.168 0.558 0.022 -0.127
C 0.493803 -1.376467 -0.089719 -0.786 -0.334 -1.144 -0.118
H 0.904529 0.586818 -0.985747 -0.216 0.015 0.076 0.135
H 0.849545 -0.699116 -2.154005 -0.382 -0.035 -0.248 0.134
H -1.189814 0.943129 -1.654479 0.045 -0.079 0.263 0.190
H -1.503651 -0.542162 -2.138340 0.222 -0.457 -0.267 0.184
H -1.670026 0.517585 0.522306 -0.127 0.165 -0.370 0.136
H -2.825130 -0.498421 -0.260705 0.084 -0.565 -0.261 0.137
H -1.355950 -2.384812 0.676280 0.137 -0.342 -0.334 0.114
H -0.770614 -1.077783 1.641318 -0.074 -0.031 0.071 0.116
H 1.320015 -1.137188 0.566886 0.037 -0.093 0.067 0.120
H 0.649086 -2.328313 -0.593921 0.333 -0.181 0.407 0.116
H 2.550694 2.656135 2.758316 -0.270 -0.033 0.336 0.036
H 3.045759 2.937214 1.399970 0.259 0.189 -0.501 0.027
O 2.225660 2.776244 1.862620 -0.013 -0.211 0.116 -0.062
```
Forces are in eV/Å.

Gap between HOMO and LUMO, eV: 10.921
Molar mass, g/mol: 90.1
Total charge: +1
HOMO, Ha: -0.527
Relative energy (zero: lowest compared OMol25 entry of this formula, charge and spin), eV: 0.719
Electronic energy, Eh: -289.348436
Maximum force, eV/Å: 2.037

=====

[2]
# C4H12NO

The ion C4H12NO with charge +2 in a non-equilibrium geometry (wB97M-V/def2-TZVPD, OMol25).

```
18
Properties=species:S:1:pos:R:3:forces:R:3:lowdin_charge:R:1
O -2.574374 -0.829535 1.206353 0.279 0.205 -0.113 0.318
C -2.124235 -0.265527 0.027431 0.745 -1.580 -1.396 -0.075
C -0.804837 0.586659 0.276242 -0.667 0.998 1.304 -0.009
N 0.357318 -0.252898 0.698035 -0.082 -1.464 -0.259 0.072
C 1.789878 -0.059150 0.093374 0.803 -0.018 0.319 -0.107
C 1.826549 0.672772 -1.221634 -1.147 -0.743 0.112 -0.042
H -2.548579 -1.821979 1.201752 -0.385 0.029 0.067 0.220
H -1.917263 -1.008301 -0.757706 -0.052 -0.282 0.412 0.163
H -2.963375 0.309365 -0.419914 0.105 0.930 0.545 0.219
H -0.587964 1.124734 -0.645819 -0.083 -0.105 0.008 0.144
H -1.058413 1.262622 1.093904 0.305 0.319 -0.223 0.160
H 0.100778 -1.228390 0.514264 0.366 0.018 -0.365 0.174
H 0.534814 -0.290799 1.703466 -0.463 0.617 0.257 0.191
H 2.365776 0.393657 0.898535 -0.157 0.500 -0.103 0.140
H 2.213880 -1.062951 0.046826 -0.372 -0.131 -0.291 0.142
H 0.987593 0.326180 -1.826728 0.093 -0.196 -0.366 0.087
H 1.684611 1.727200 -1.115410 0.346 0.745 0.093 0.092
H 2.717843 0.416341 -1.772972 0.366 0.157 -0.001 0.111
```
Forces are in eV/Å.

Gap between HOMO and LUMO (spin up / spin down), eV: 12.400 / 5.573
Molar mass, g/mol: 90.1
Total charge: +2
<S²>: 0.75
HOMO (spin up / spin down), Ha: -0.761 / -0.761
Spin multiplicity: 2
Relative energy (zero: lowest compared OMol25 entry of this formula, charge and spin), eV: 2.375
Electronic energy, Eh: -288.771718
Maximum force, eV/Å: 2.236

=====

[3]
# C4H12NO

A cluster of 2 separate species, C4H12NO in total in a non-equilibrium geometry (wB97M-V/def2-TZVPD, OMol25).

```
18
Properties=species:S:1:pos:R:3:forces:R:3:lowdin_charge:R:1
C 0.138129 -0.039540 0.012921 0.289 -1.625 0.778 -0.047
C 0.145556 -1.597297 0.255293 -1.471 -0.670 -0.608 -0.168
C 1.706214 -2.327347 2.014754 -1.119 -0.390 -1.139 0.230
N 0.548054 -1.938714 1.616080 0.447 1.508 1.418 0.022
H -0.561752 0.468806 0.713128 0.543 -0.262 -0.536 0.097
H 1.178534 0.211539 0.203755 -0.050 0.740 0.068 0.087
H -0.082195 0.172556 -1.036718 -0.087 -0.311 0.310 0.061
H -0.851361 -2.094770 0.120426 0.776 0.652 -0.070 0.153
H 0.850189 -2.133882 -0.362021 0.142 0.181 -0.609 0.124
H 1.930257 -2.285268 3.074919 0.195 -0.331 -0.092 0.139
H 2.330000 -2.747268 1.214621 0.352 0.351 0.670 0.144
H -0.094863 -1.569855 2.323800 0.207 -0.268 0.037 0.185
C -0.880730 2.786721 -1.745115 1.058 -1.805 0.323 0.064
O -1.876348 1.793769 -1.491351 2.716 0.862 -0.744 0.266
H -0.940283 3.569542 -0.972951 -0.554 0.464 -0.017 0.174
H 0.108470 2.299851 -1.702384 -0.641 -0.036 0.156 0.115
H -0.892346 3.273479 -2.748530 -0.971 0.128 0.062 0.187
H -2.755526 2.157677 -1.490629 -1.833 0.810 -0.010 0.169
```
Forces are in eV/Å.

Gap between HOMO and LUMO (spin up / spin down), eV: 12.182 / 6.170
Molar mass, g/mol: 90.1
Total charge: +2
<S²>: 0.75
HOMO (spin up / spin down), Ha: -0.736 / -0.736
Spin multiplicity: 2
Relative energy (zero: lowest compared OMol25 entry of this formula, charge and spin), eV: 1.660
Electronic energy, Eh: -288.798000
Maximum force, eV/Å: 2.945

=====

[4]
# C4H12NO

A cluster of 2 separate species, C4H12NO in total in a non-equilibrium geometry (wB97M-V/def2-TZVPD, OMol25).

```
18
Properties=species:S:1:pos:R:3:forces:R:3:lowdin_charge:R:1
C -0.783852 1.087468 2.189569 3.314 2.249 1.808 -0.063
C -1.554130 0.380989 1.203708 -3.606 -1.757 -3.570 -0.220
C -0.518998 -0.045935 0.211140 -0.100 -2.760 4.018 0.085
C -0.312555 0.534879 -0.995797 2.227 1.288 -2.970 0.157
N 0.855257 0.212752 -1.982393 -2.498 0.773 1.514 0.232
H -1.262362 1.300174 3.150474 -0.506 -0.273 -0.234 0.136
H -0.432361 2.063426 1.760695 -0.102 -0.835 0.602 0.127
H 0.106182 0.472215 2.470436 -0.216 0.655 0.085 0.125
H -2.406653 0.909760 0.703165 0.882 0.082 0.461 0.159
H -2.106330 -0.487265 1.665612 0.842 0.174 -0.314 0.189
H 0.135317 -0.890204 0.642029 -0.515 1.442 -1.084 0.187
H -0.932791 1.305797 -1.414638 -0.436 0.318 0.106 0.163
H 1.041670 -0.804122 -1.770430 1.341 -0.213 -0.296 0.098
H 0.327535 0.339534 -2.886711 1.546 -0.049 0.343 0.201
H 1.753269 0.818558 -1.859167 -1.813 -1.022 -0.391 0.246
H 1.335671 -2.902944 -1.107113 1.437 -0.280 0.189 0.103
H 2.851020 -2.181305 -0.907261 -0.177 -1.011 -0.012 0.101
O 1.904109 -2.113773 -1.073312 -1.620 1.220 -0.255 -0.027
```
Forces are in eV/Å.

Gap between HOMO and LUMO (spin up / spin down), eV: 10.929 / 6.304
Molar mass, g/mol: 90.1
Total charge: +2
<S²>: 0.76
HOMO (spin up / spin down), Ha: -0.751 / -0.749
Spin multiplicity: 2
Relative energy (zero: lowest compared OMol25 entry of this formula, charge and spin), eV: 2.083
Electronic energy, Eh: -288.782449
Maximum force, eV/Å: 5.370

=====

[5]
# C4H12NO2

A cluster of 2 separate species, C4H12NO2 in total in a non-equilibrium geometry (wB97M-V/def2-TZVPD, OMol25).

```
19
Properties=species:S:1:pos:R:3:forces:R:3:lowdin_charge:R:1
C -0.689705 -1.226474 -0.596369 -0.245 -0.449 0.406 -0.091
C -0.736220 -0.240659 0.563518 -0.270 0.585 -1.058 -0.452
C -1.955636 0.690493 0.329884 -0.063 -0.448 1.294 -0.083
N 0.541571 0.468788 0.600482 0.424 0.070 0.769 -0.086
C 1.041256 1.173450 -0.651866 -0.419 0.075 -0.433 -0.552
O 0.174283 1.914203 -1.327466 0.022 -0.117 0.122 -0.316
H -0.670447 -0.641748 -1.512385 0.199 -0.101 -0.206 0.076
H -1.586083 -1.848812 -0.595879 -0.206 0.070 -0.032 0.062
H 0.144187 -1.922587 -0.515655 0.279 0.194 -0.162 0.061
H -0.857835 -0.741807 1.518322 0.046 -0.373 0.195 0.113
H -1.580680 1.532738 -0.223647 -0.158 0.399 -0.471 0.039
H -2.382979 0.994927 1.299913 0.230 0.232 -0.132 0.057
H -2.772812 0.164009 -0.161340 0.021 -0.010 -0.350 0.056
H 0.528306 1.183496 1.325477 -0.232 -0.166 -0.056 0.097
H 1.504983 0.355335 -1.256199 -0.017 -0.176 -0.068 0.072
H 1.902555 1.736563 -0.240651 0.317 0.108 0.173 0.079
H 2.979722 -1.230978 -0.119165 -0.213 0.052 0.184 0.009
H 1.822745 -0.870313 0.836990 0.218 0.209 -0.224 -0.010
O 2.592789 -1.490625 0.726036 0.067 -0.154 0.049 -0.133
```
Forces are in eV/Å.

Gap between HOMO and LUMO, eV: 7.047
Molar mass, g/mol: 106.1
Total charge: -1
HOMO, Ha: -0.106
Relative energy (zero: lowest compared OMol25 entry of this formula, charge and spin), eV: 0.441
Electronic energy, Eh: -364.839304
Maximum force, eV/Å: 1.371

=====

Question: maximum force of number 2 (C4H12NO)?
Answer: 2.236 eV/Å